CH3FOS | ωB97M-V with the def2-TZVPD basis set

Computed properties:
* LUMO: -0.313 eV
* Kohn-Sham gap: 0.3113 Ha

The geometry in XYZ format:
```
7
Properties=species:S:1:pos:R:3:forces:R:3
H 1.1124 -0.3564 -0.2898 -0.494 -0.681 0.413
F 0.2515 2.1867 -0.8000 -0.009 -0.543 -0.782
O -0.2217 2.9982 0.2352 -1.335 -0.158 -0.228
C 0.1823 -0.8395 0.0806 1.045 3.190 1.779
H 0.6279 3.2652 0.5310 1.344 0.757 0.964
S -0.6143 -0.2950 1.3720 0.556 -0.199 -0.026
H -0.3380 -1.4596 -0.5221 -1.107 -2.366 -2.120
```
Forces are in eV/Å.

C3H4N3O2 | ωB97M-V with the def2-TZVPD basis set

Computed properties:
* LUMO: -5.752 eV
* Kohn-Sham gap: 0.3397 Ha
* charge: +1

The geometry in XYZ format:
```
12
Properties=species:S:1:pos:R:3:forces:R:3
H -1.9570 0.1263 4.7718 0.157 -0.246 2.085
C 1.0751 -0.2545 -2.5386 0.971 0.112 -0.357
C -1.2846 0.5627 2.9549 -1.659 -1.722 -0.481
H 0.7220 1.6731 -1.0164 -0.536 -4.789 -0.743
N 0.1502 -0.6800 -0.4377 -1.485 1.159 3.228
C 0.6319 0.1098 -1.3166 -0.197 5.028 1.758
N 1.6536 -0.1078 -3.5536 -1.495 -1.127 0.629
O 2.0058 -0.3091 -4.6251 1.314 0.496 -1.696
H -0.3618 -0.3242 0.4877 1.475 -0.306 -2.039
N -2.0590 0.3412 3.8355 0.395 1.012 -1.286
H 0.2615 -1.6773 -0.4309 -0.010 -0.554 -0.768
O -0.8378 0.5397 1.8690 1.070 0.938 -0.330
```
Forces are in eV/Å.

C44H43BrClN2O2P | ωB97M-V with the def2-TZVPD basis set

Computed properties:
* LUMO: -0.113 eV
* Kohn-Sham gap: 0.3252 Ha

The geometry in XYZ format:
```
94
Properties=species:S:1:pos:R:3:forces:R:3
C -3.8056 -4.1057 2.7191 -0.006 0.008 0.006
H -3.0274 1.9335 -1.4819 0.418 0.344 -0.217
H -1.0557 -2.5001 1.5634 -0.002 0.010 0.019
N -1.2405 5.7300 0.1338 -0.410 -0.872 -0.857
C -0.0485 0.5615 3.9606 0.032 0.020 0.025
H 2.6059 -1.3057 2.9840 -0.012 -0.005 0.006
H 1.1178 -0.5744 6.9314 0.006 0.006 -0.014
H 5.3186 7.2171 -0.3188 -0.012 -0.006 0.010
C 2.2139 -7.8768 -3.1333 -0.005 -0.012 -0.005
H -4.3500 3.9196 -2.8141 0.273 -0.001 0.293
H -1.4987 1.2666 -2.7686 0.185 0.025 0.353
H 5.2313 0.0514 -0.2189 0.013 -0.007 0.010
C 1.8846 -0.8371 3.6430 -0.023 -0.007 0.003
C 0.2967 0.4044 -2.0362 -1.069 -0.613 -0.508
H 0.4250 3.2902 -1.4496 -0.317 0.092 0.014
H -2.3634 -3.0602 5.5996 0.012 -0.004 -0.016
H 0.8010 -7.4193 -4.6819 0.013 0.007 0.007
C 4.8850 -3.2950 -0.6097 -0.004 -0.054 -0.001
C -1.4850 4.8857 -0.6213 -0.154 0.505 -0.115
C -7.2402 1.1750 -0.8860 -0.339 0.332 0.908
C 0.0430 0.3745 5.3334 0.039 -0.038 -0.027
H -4.8206 4.3849 -1.1634 0.511 -0.016 -0.059
C 2.0615 5.2678 0.3749 0.010 -0.066 -0.042
C -4.3895 3.5777 -1.7737 -1.009 -0.937 0.160
H 0.7997 0.0969 2.0447 -0.020 0.022 0.019
C 1.2080 -7.1233 -3.7231 0.008 0.014 0.009
C 7.1156 -2.7451 0.0996 -0.014 -0.004 -0.004
H -2.9999 5.9024 -2.4633 -0.263 0.137 -0.161
C -0.5182 1.6423 -2.4635 1.047 0.193 0.023
C 0.8719 -0.0468 3.1148 0.039 0.021 0.054
H -5.9385 -0.3642 -3.6460 -0.241 0.047 0.217
H -0.8345 1.1797 3.5490 0.026 -0.031 -0.049
C -0.6343 2.1602 -0.0403 -0.551 0.270 0.211
C 2.2429 -6.3714 -1.2589 0.016 0.011 -0.004
H -0.0319 2.0114 -3.3839 -0.122 -0.017 0.332
H 2.6434 -6.0802 -0.2955 -0.016 -0.011 -0.002
Cl -2.4962 3.0900 -4.6897 -0.345 0.105 0.625
H 4.1455 -4.0347 -0.8915 0.015 0.016 -0.027
C -1.5844 -2.7093 3.6319 0.049 0.007 0.037
C 1.2431 -5.6127 -1.8528 -0.005 0.030 0.021
C 5.4936 -1.0002 -0.2294 -0.026 -0.023 0.006
C 0.7246 -5.9893 -3.0841 0.004 -0.013 -0.012
C -3.0580 2.9972 -1.2244 -0.734 1.301 0.612
C 1.0504 -0.4240 5.8608 -0.016 -0.009 0.016
C 1.9719 -1.0285 5.0163 0.001 -0.020 -0.002
H -0.0567 -5.3989 -3.5463 0.009 -0.004 0.012
H -3.0348 -3.7395 0.7501 0.004 -0.006 0.015
O -0.1227 -0.6788 -2.2782 0.353 0.201 0.170
H 3.3369 3.6647 1.0139 -0.010 0.014 0.011
C -6.1063 0.3604 -2.8529 0.172 0.527 0.556
C 4.4638 5.3773 0.3800 0.000 0.006 -0.020
C 3.2919 4.6752 0.6256 0.015 -0.054 -0.013
H -4.6694 -4.6537 2.3634 0.007 0.010 0.003
H 3.5446 -1.6394 -0.8610 0.121 -0.124 0.016
C 6.7766 -1.3989 0.1209 0.018 0.020 0.000
Br 2.0291 0.5412 -1.1502 -0.361 0.626 -0.195
H -4.3372 -4.3086 4.7881 0.008 0.003 -0.010
C -6.4077 2.2892 -0.7997 0.326 -0.147 -0.469
N -0.8355 1.7102 1.0041 0.267 0.361 -0.921
H -6.4846 3.0412 -0.0161 -0.207 -0.252 -0.074
C -1.7529 3.7867 -1.5915 -0.218 -1.508 0.577
H -4.4961 1.5699 -3.5182 -0.135 0.198 0.220
H 8.1172 -3.0556 0.3697 -0.012 0.008 -0.003
C 3.1740 7.2647 -0.3691 0.011 -0.035 0.009
H -8.0099 1.0540 -0.1248 0.093 -0.084 -0.217
C -2.8859 -3.5943 1.8132 0.004 0.000 -0.012
H 1.0412 7.0276 -0.3060 0.010 -0.026 0.030
H 1.1470 4.7187 0.5661 0.036 0.054 0.093
C 2.0014 6.5642 -0.1179 -0.007 0.037 -0.065
C -2.5086 -3.2130 4.5371 -0.021 -0.026 -0.020
P -1.6216 4.4446 -3.3619 1.011 1.559 -0.638
H -0.6722 0.8501 5.9931 0.002 -0.012 -0.008
H 6.4348 -4.7434 -0.2873 -0.006 0.011 0.002
H 0.8670 -4.7271 -1.3549 -0.001 -0.016 -0.003
H -0.7161 -2.1688 3.9869 -0.018 0.001 0.000
C 2.7302 -7.5023 -1.9003 0.007 0.009 -0.001
H -3.1409 3.0374 -0.1252 0.078 -0.251 -0.335
C -3.6181 -3.9130 4.0814 -0.001 0.007 -0.004
C -1.7749 -2.8976 2.2697 -0.012 -0.011 -0.001
H 3.1283 8.2743 -0.7577 0.002 -0.009 0.010
H 3.5126 -8.0917 -1.4388 -0.012 0.005 -0.005
C 6.1700 -3.6935 -0.2682 0.007 0.021 0.018
C -5.2812 1.4724 -2.7671 0.095 -0.498 -0.499
H 7.5134 -0.6597 0.4101 -0.007 -0.011 -0.011
C -7.0867 0.2241 -1.8708 -0.198 -0.746 -0.644
H 2.5954 -8.7575 -3.6349 -0.011 0.007 0.011
O -2.6624 5.7333 -3.3550 0.461 -1.045 0.444
H 5.4233 4.9163 0.5783 -0.010 0.006 -0.004
H -7.7348 -0.6515 -1.9039 0.049 0.261 0.139
C 4.5470 -1.9490 -0.5921 -0.020 -0.015 0.008
H 2.7585 -1.6489 5.4276 -0.010 0.009 -0.004
C -5.4182 2.4233 -1.7598 0.748 0.736 -0.337
C -0.5471 2.7766 -1.4046 0.361 -0.587 0.291
C 4.4046 6.6707 -0.1215 -0.001 0.013 0.003
```
Forces are in eV/Å.

C4H9N4O | ωB97M-V with the def2-TZVPD basis set

Computed properties:
* LUMO (alpha / beta): -4.665 / -4.666 eV
* Kohn-Sham gap (alpha / beta): 0.3283 / 0.3283 Ha
* charge: +1

The geometry in XYZ format:
```
18
Properties=species:S:1:pos:R:3:forces:R:3
H -0.2311 2.7286 0.2156 0.056 -0.160 -0.049
H -1.6162 0.4982 -2.4968 0.018 -0.047 0.023
N -0.2315 -1.0136 -0.9380 -0.202 0.374 -1.124
H -1.1386 2.0646 1.5964 0.098 -0.017 -0.080
O 1.0585 -0.3117 2.2519 -0.572 0.863 -0.383
N -0.0451 0.6707 0.5096 -0.124 0.076 0.008
H -0.5585 1.8555 -2.1034 -0.028 0.027 -0.007
C -1.2308 1.1057 -1.6829 -0.054 0.319 -0.094
N 0.5720 -0.2346 1.1682 0.713 -3.809 -1.733
N 0.2985 -1.6339 0.0137 -0.917 3.150 3.123
C 1.1568 -2.7342 0.1266 1.183 -1.022 -0.262
H 1.8788 -2.7856 -0.6934 -0.020 0.063 0.121
H 1.6839 -2.6380 1.0812 -0.082 -0.003 -0.075
H 0.5698 -3.6585 0.1633 -0.021 0.222 0.033
C -0.5211 0.2289 -0.7364 0.218 -0.793 -0.124
H 0.6253 2.2343 1.6988 -0.048 -0.092 -0.112
H -2.0649 1.6157 -1.2030 -0.052 0.013 -0.006
C -0.2058 2.0079 1.0285 -0.167 0.837 0.744
```
Forces are in eV/Å.

CH4ClN3 | ωB97M-V with the def2-TZVPD basis set

Computed properties:
* LUMO (alpha / beta): 0.434 / -1.313 eV
* Kohn-Sham gap (alpha / beta): 0.3711 / 0.2327 Ha

The geometry in XYZ format:
```
9
Properties=species:S:1:pos:R:3:forces:R:3
H -0.3550 1.5447 -0.7363 1.415 -1.008 0.206
H 0.3027 -1.1814 -0.1011 -1.766 -0.238 0.186
N -1.7969 -0.6707 0.0320 1.224 1.827 -0.153
Cl 2.4751 -0.6070 -0.1212 -0.773 0.753 0.027
H -0.1795 1.3290 0.9469 1.380 -0.713 -1.208
H -1.8016 -1.6315 0.2020 -0.902 -2.208 0.234
N 1.6081 0.8870 -0.1340 0.959 -0.028 -0.240
C 0.2237 0.8186 -0.0483 -4.706 0.741 1.548
N -0.4765 -0.4887 -0.0400 3.168 0.875 -0.600
```
Forces are in eV/Å.

C15H15NO6 | ωB97M-V with the def2-TZVPD basis set

Computed properties:
* LUMO: -1.557 eV
* Kohn-Sham gap: 0.2955 Ha

The geometry in XYZ format:
```
37
Properties=species:S:1:pos:R:3:forces:R:3
H 1.8890 -0.2700 -1.1375 4.562 -2.749 -12.444
C 1.2488 1.5136 0.0116 -3.553 -6.812 -12.270
C -3.2882 -3.4762 0.7083 1.119 -2.329 -2.877
O -4.5132 -5.1194 2.4194 -7.664 -4.786 0.062
H 0.7368 5.2636 -1.8600 1.690 -3.241 -0.563
H -2.8394 -2.6987 -1.2336 -3.204 0.634 -8.954
C 2.2083 4.0670 -2.8558 0.373 9.153 -1.959
H -4.2054 -4.1415 0.4385 1.655 1.649 0.103
H 2.4307 -0.2622 0.4463 -1.908 -0.038 -2.078
H 0.2838 1.5973 -1.0028 2.119 0.332 3.250
O -2.7722 -4.9742 4.0956 -4.335 0.662 -7.354
C -0.5614 -1.1363 -0.5738 -1.464 3.838 -5.426
H 2.8372 4.3557 -0.3787 1.040 1.013 -0.386
C -1.4534 -1.9272 0.1608 -8.209 -2.935 -9.620
N 0.4835 -0.8974 0.2546 0.495 1.557 -7.569
O -0.7911 -0.5683 -1.7036 1.277 -2.381 4.063
H 0.3312 3.6351 -2.1492 -3.078 -3.096 -0.728
C 1.9690 3.7833 -0.5225 -3.726 0.048 -0.949
H 2.7624 2.1159 -1.3763 -0.083 -0.750 1.082
H 0.8531 1.6755 0.8400 -3.536 1.009 7.421
H -4.9172 -5.8108 3.1319 1.556 2.358 -1.913
O 1.1050 -1.3267 2.2792 0.454 -1.749 0.345
C 2.2515 2.3407 -0.4077 7.185 1.928 1.406
C -1.5424 -3.1022 2.2176 1.742 -4.407 5.669
C 1.2119 4.0711 -2.0291 -4.306 6.763 10.700
C -2.6255 -3.9151 1.9809 -1.283 5.710 -6.211
H 3.0904 2.2668 0.6254 -1.568 0.148 -3.136
H -0.9490 -3.3996 3.2809 -1.418 1.338 -3.169
O 2.7286 3.2263 -3.3233 6.553 -12.494 -5.785
H 1.2484 4.0477 0.2681 0.136 0.310 -0.368
C 0.4438 -1.6290 1.3129 -1.938 0.063 5.949
O 2.6146 5.2927 -3.1662 2.405 4.168 -2.762
C 1.4987 -0.1151 -0.3673 -0.770 6.009 18.680
C -3.4347 -4.7216 2.7290 9.758 -0.685 13.082
C -2.5795 -2.7542 -0.3556 1.773 0.509 12.647
C -1.0374 -2.3464 1.2284 8.211 0.069 9.148
H 3.2831 5.3396 -3.9864 -2.061 -0.815 2.916
```
Forces are in eV/Å.

C4H15NO7 | ωB97M-V with the def2-TZVPD basis set

Computed properties:
* LUMO: 0.288 eV
* Kohn-Sham gap: 0.3778 Ha

The geometry in XYZ format:
```
27
Properties=species:S:1:pos:R:3:forces:R:3
C 1.3085 1.3078 1.8424 0.170 -0.191 -1.365
O -0.6369 -1.6832 -2.6136 0.255 0.004 0.240
H 0.8946 0.1591 -0.6818 0.126 -0.012 -0.405
H 2.1767 0.7069 2.1360 -0.166 -0.202 0.119
H -0.7428 1.0478 1.5191 -0.258 -0.618 0.467
H -1.6923 -1.9444 0.4080 -0.225 -0.003 0.200
H 1.2877 -1.3300 -2.3582 -0.052 -0.531 0.065
H 0.8982 -1.6470 1.7004 0.337 0.306 0.045
O 0.0873 3.2068 -0.9058 -0.190 0.434 0.167
C 0.1435 0.4575 1.2645 -0.100 1.150 0.716
H 0.6581 2.9147 -1.6218 0.072 -0.163 0.162
H 0.0453 2.0451 3.2127 -0.277 -0.329 -0.202
H 2.5541 -1.5379 -1.4075 -0.235 -0.433 -0.144
O -2.1716 0.5925 -0.2438 -0.211 -0.090 -0.617
C -1.1323 0.4953 -0.8674 -0.174 0.281 1.804
O 0.9445 2.1376 2.9013 0.420 0.426 0.476
N 0.0596 0.4219 -0.1777 1.103 -0.826 -0.496
H -1.0525 0.4699 -1.9500 0.130 0.074 -0.109
O 2.1077 -0.9494 -2.0168 0.176 0.921 0.057
H 1.6655 1.9168 1.0004 0.050 0.187 0.226
H -2.8143 -2.5719 -0.4087 0.034 0.053 0.038
O -0.8102 -1.2237 2.6384 0.365 -0.073 0.261
O -1.8622 -2.6156 -0.2633 0.123 0.044 -0.045
H -0.9137 -1.8859 -1.6964 -0.186 -0.306 -0.343
H 0.1462 2.5492 -0.1992 0.140 0.219 -0.559
C 0.1255 -0.8950 1.9522 -1.478 -0.239 -0.655
H -1.2744 -2.1448 -3.1632 0.050 -0.081 -0.102
```
Forces are in eV/Å.

H9O4 | ωB97M-V with the def2-TZVPD basis set

Computed properties:
* LUMO: -3.446 eV
* Kohn-Sham gap: 0.4749 Ha
* charge: +1

The geometry in XYZ format:
```
13
Properties=species:S:1:pos:R:3:forces:R:3
O 1.2353 -1.3310 1.2024 0.258 -1.714 0.197
H -0.4963 -0.1746 -1.1577 -1.099 0.353 -0.355
H -1.6462 -0.1146 -3.0486 -1.170 0.135 1.619
O -2.0146 0.0197 -2.1215 2.538 0.544 -1.368
H 0.2196 0.7312 0.1274 0.324 -0.581 -1.007
H 1.6258 -1.2322 2.1007 -0.420 -0.139 -1.013
H 1.2173 -2.3007 0.9964 0.241 1.089 0.676
O 0.3362 0.0997 -0.7262 1.037 -0.415 2.048
H 1.2870 1.6120 2.1042 -2.421 -0.557 -1.632
H -2.7787 -0.5132 -1.9975 -1.046 -0.816 -0.182
H -0.3066 1.8679 1.8009 0.701 -0.095 0.224
O 0.4605 1.3158 1.5578 1.301 0.934 1.173
H 0.7383 -0.7101 -0.2253 -0.243 1.261 -0.381
```
Forces are in eV/Å.

C16H23N3O4S | ωB97M-V with the def2-TZVPD basis set

Computed properties:
* LUMO: 0.561 eV
* Kohn-Sham gap: 0.3259 Ha

The geometry in XYZ format:
```
47
Properties=species:S:1:pos:R:3:forces:R:3
S 1.0558 1.4159 -0.1726 0.105 -0.304 0.630
H -0.6214 1.1008 1.2650 -0.084 0.305 -0.008
H -5.9137 1.7851 -0.8869 -0.071 0.032 -0.005
C 7.1386 -1.7102 1.2947 0.166 -0.056 0.111
N 0.1051 0.5148 0.8685 0.623 0.638 -0.351
H -3.2762 0.2637 2.1813 -0.077 -0.210 0.007
H -5.4833 -0.7084 1.5978 0.002 0.075 0.078
C 3.0762 -0.2508 -0.9964 0.361 -0.312 -0.271
C 4.9672 -0.7503 0.4452 -0.553 0.156 -0.396
H 7.6104 -0.7538 1.5251 0.018 -0.030 0.007
C -3.9505 1.4485 -1.7008 -0.141 0.134 0.310
C -5.4227 -0.2702 -0.5137 -0.195 0.243 0.107
H 7.8734 -2.3845 0.8570 -0.038 0.058 0.070
H 0.2668 -1.1657 -0.3146 -0.069 -0.242 0.035
C -0.4886 -0.6792 0.3037 -0.255 -0.254 -0.366
C -4.9924 0.0022 0.9282 0.239 -0.204 -0.124
C 4.4914 0.0662 1.4573 0.100 -0.143 -0.172
H 6.7404 -2.1482 2.2114 0.038 0.000 -0.006
C 2.6141 0.5597 0.0285 -0.506 0.301 -0.087
H -4.7974 -1.0528 -0.9479 0.003 -0.123 -0.058
H -3.2245 -1.1915 1.1828 0.008 0.007 0.038
N 6.0912 -1.5318 0.3277 -0.241 0.014 -0.295
O 0.6425 1.2925 -1.5435 0.135 -0.287 -0.042
H -3.6359 2.3153 0.2620 0.033 0.125 -0.016
C -3.0834 1.7069 -0.4574 0.028 0.116 -0.368
N -2.6006 0.5305 0.2293 -0.074 -0.190 -0.081
H 5.0312 0.1879 2.3819 0.049 0.034 0.120
O 1.1544 2.7265 0.3964 0.005 -0.015 0.243
H -5.8818 0.7770 -2.3315 -0.059 0.070 0.013
C 6.0822 -2.1463 -0.9097 0.708 -0.261 0.419
H -0.7520 -1.3417 1.1335 0.073 -0.016 -0.100
H 2.8633 1.3797 1.9616 0.016 0.061 0.187
H -2.2185 -1.2646 -0.8621 -0.004 0.076 -0.030
C 4.2663 -0.9033 -0.7629 -0.140 0.531 0.920
H -1.3852 0.2078 -1.4183 -0.106 -0.100 0.003
O 4.9567 -1.7554 -1.5725 -0.206 -0.069 -0.436
H -5.3310 0.9989 1.2167 -0.053 0.019 0.068
H -3.4536 0.7045 -2.3265 0.057 0.009 -0.085
H -6.4518 -0.6381 -0.5084 0.043 -0.071 -0.026
C 3.2916 0.7209 1.2245 -0.047 0.101 0.029
O 6.9091 -2.8960 -1.3395 -0.091 -0.060 -0.247
H 2.5269 -0.3357 -1.9186 -0.046 -0.058 -0.169
C -1.7316 -0.3326 -0.5371 0.258 -0.120 0.153
H -4.0062 2.3750 -2.2762 0.065 0.007 -0.081
C -5.3687 0.9809 -1.3882 0.220 -0.223 -0.167
C -3.4826 -0.1287 1.1735 -0.174 0.166 0.377
H -2.2013 2.2787 -0.7687 -0.122 0.071 0.060
```
Forces are in eV/Å.

What energy relative to the best compared isomer or geometry (same formula, charge and spin) values result from the calculations? In sequence: 4.713 6.095 0.000 5.465 4.293 14.763 2.621 0.883 0.816 eV.